No. 1
DFT (wB97M-V/def2-TZVPD) results for an isolated molecule of C7H9FN2.

ORCA input file:
```
! wB97M-V def2-TZVPD RIJCOSX def2/J DEFGRID3
* xyz 0 1
N -1.83879 -0.21266 -2.62946
C -1.03761 -0.75132 -2.00430
C -0.00446 -1.42775 -1.22979
C -0.04676 -1.09509 0.29310
C -0.73669 -2.17265 1.01644
N -1.27459 -3.01319 1.58650
C -0.72239 0.24086 0.63543
C 0.00747 1.47097 0.09590
C 1.39172 1.66389 0.68290
F 2.02372 2.73366 0.03757
H -0.12049 -2.50042 -1.37338
H 0.96789 -1.15752 -1.63873
H 0.97344 -1.09189 0.67231
H -1.74400 0.24345 0.26156
H -0.78360 0.31835 1.72273
H -0.58277 2.34677 0.36986
H 0.06957 1.47055 -0.99231
H 1.32349 1.92072 1.74172
H 2.03226 0.78913 0.56335
*
```

The SMILES is N#CC[C@H](C#N)CCCF. The value obtained for the energy above the lowest of the compared OMol25 structures with the same formula, charge and spin is 0.0 kJ/mol.

***

No. 2
DFT (wB97M-V/def2-TZVPD) results for C24H59ClO11P2SSi2 as an isolated structure in a non-equilibrium geometry.

ORCA input file:
```
! wB97M-V def2-TZVPD RIJCOSX def2/J DEFGRID3
* xyz 0 1
C 2.17997 1.47553 -1.91757
C 3.06378 0.94181 -3.12734
O 3.04405 -0.48787 -3.25888
C 2.27439 -0.90092 -4.40262
C 0.70719 -0.83970 -4.04785
C -0.09617 -2.05381 -4.66522
C -1.21123 -2.67147 -3.72494
C -0.76543 -2.90968 -2.22620
Si -2.12261 -3.81063 -1.19009
C -3.11915 -2.45348 -0.24715
C -3.57308 -1.27036 -1.19869
O -3.74291 -0.02491 -0.45693
O -1.47019 -4.97115 -0.09071
Si -0.86912 -6.38820 -0.84919
Cl -2.31756 -7.13683 -2.25055
C -0.53546 -7.82175 0.35009
C 0.41079 -7.45952 1.56591
C 1.93247 -7.23680 1.13372
S 2.98182 -7.88838 2.54372
H 2.85288 1.68552 -1.03423
H 1.66629 2.43899 -2.17584
H 1.39981 0.75709 -1.55289
H 2.71051 1.44392 -4.06830
H 4.12136 1.28157 -2.93049
H 2.56852 -1.94932 -4.66766
H 2.48613 -0.26081 -5.31412
H 0.65276 -0.75013 -2.93535
H 0.33264 0.12141 -4.51195
H 0.59058 -2.86897 -5.02880
H -0.63743 -1.65345 -5.57666
H -2.15845 -2.07593 -3.83942
H -1.45033 -3.69662 -4.15113
H 0.24361 -3.40338 -2.15393
H -0.67285 -1.88622 -1.74448
H -3.06550 -4.37228 -2.16810
H -4.08032 -2.97131 0.06273
H -2.59317 -2.09014 0.67650
H -4.56932 -1.46885 -1.69141
H -2.83216 -1.04793 -2.01376
H -3.70536 0.66539 -1.13889
H 0.31706 -6.04033 -1.64433
H -1.51199 -8.21195 0.75625
H -0.08584 -8.67055 -0.24468
H 0.02959 -6.62524 2.21716
H 0.43135 -8.37506 2.23405
H 2.18581 -7.88151 0.24753
H 2.18064 -6.15577 0.99086
H 4.22695 -8.15483 1.98543
O -8.02320 2.25225 2.99521
P -7.75927 3.42625 2.05567
O -9.04432 3.22769 1.02903
C -10.33802 3.59275 1.48840
C -10.48062 5.09389 1.68088
O -6.56687 2.71661 1.14664
C -5.90725 1.54031 1.61909
C -6.64742 0.27697 1.20744
O -7.36117 4.88524 1.25225
C -6.96564 5.98217 2.07920
C -5.87583 5.62023 3.07153
H -10.56578 3.06187 2.41805
H -11.05034 3.25816 0.73183
H -9.90584 5.42235 2.55220
H -11.52226 5.37113 1.84733
H -10.10084 5.63596 0.81279
H -5.76211 1.58600 2.69993
H -4.90690 1.52226 1.18022
H -7.72695 0.35697 1.33970
H -6.29224 -0.58361 1.77833
H -6.48491 0.07486 0.14576
H -7.84038 6.37115 2.60910
H -6.60938 6.77412 1.41705
H -6.20304 4.83289 3.76061
H -5.60081 6.49119 3.66949
H -4.98990 5.24866 2.55244
O 8.96340 2.03619 2.49501
P 7.94597 1.99963 1.35751
O 8.84630 2.74304 0.18270
C 9.89557 2.00717 -0.43071
C 9.37549 0.86372 -1.28674
O 7.02007 3.28567 1.85075
C 7.13400 3.78030 3.18402
C 8.23179 4.82700 3.30639
O 6.71979 1.69153 0.20390
C 6.10211 0.40271 0.25630
C 5.61524 0.02567 1.64318
H 10.58392 1.63376 0.33391
H 10.44768 2.70627 -1.06167
H 8.97339 0.06661 -0.65396
H 10.17285 0.43407 -1.89428
H 8.57008 1.20190 -1.94142
H 7.28267 2.96082 3.88925
H 6.17627 4.23781 3.44779
H 9.14157 4.54551 2.77619
H 8.48230 5.00500 4.35448
H 7.90205 5.77210 2.86672
H 6.80576 -0.35055 -0.11020
H 5.25706 0.42103 -0.43572
H 6.44067 -0.01250 2.36396
H 5.14329 -0.95849 1.62646
H 4.89670 0.76054 2.01238
*
```

***

No. 3
DFT (wB97M-V/def2-TZVPD) results for CH9N2O6Y as an isolated structure in a non-equilibrium geometry.

ORCA input file:
```
! wB97M-V def2-TZVPD RIJCOSX def2/J DEFGRID3
* xyz -2 1
Y 2.15393 0.35913 0.50178
O 2.26261 -2.07828 -2.26693
H 2.95119 -2.30192 -2.92294
O 0.92725 2.11211 3.67705
H 1.24670 2.80828 4.28354
O 5.68843 -0.08574 1.65302
H 5.97823 -0.28173 2.56524
O 0.98949 -2.49545 2.80099
H 1.43797 -3.36024 2.87525
O 2.77169 3.19372 -1.83969
H 2.51383 4.07740 -1.51236
C -3.18647 0.01955 -1.05581
O -2.20761 0.69107 -0.76459
N -4.42702 0.43360 -1.00119
N -3.09001 -1.20805 -1.51538
H -5.24999 -0.12105 -1.18873
H -4.50654 1.41492 -0.77585
H -2.22790 -1.62678 -1.83399
H -4.02587 -1.55063 -1.67942
*
```

The value obtained for the energy above the lowest of the compared OMol25 structures with the same formula, charge and spin is 267.3 kJ/mol.

***

no.,highest occupied orbital energy (eV),Kohn-Sham gap (eV)
1,-11.98,12.41
2,-9.24,8.29
3,-2.07,5.08